#w
The molecule C3H5NSe. Source: the Open Molecules 2025 dataset; level of theory: ωB97M-V/def2-TZVPD.

XYZ file:
```
10
Properties=species:S:1:pos:R:3:mulliken_charge:R:1
C -2.312 -0.688 0.039 0.21
C 0.659 0.315 1.124 -0.77
C -1.189 -1.233 -0.830 -0.56
N -3.247 -0.362 0.610 -0.34
Se 0.679 -1.349 0.075 0.09
H -0.464 0.475 1.413 0.21
H 1.425 0.336 2.013 0.28
H 1.095 1.131 0.501 0.28
H -1.382 -2.322 -0.983 0.27
H -1.199 -0.826 -1.895 0.33
```

Calculated values
HOMO in eV: -9.0
HOMO-LUMO gap in eV: 9.43

=====

#x
The molecule C3H5NSe. Source: the Open Molecules 2025 dataset; level of theory: ωB97M-V/def2-TZVPD.

XYZ file:
```
10
Properties=species:S:1:pos:R:3:mulliken_charge:R:1
C 1.279 0.759 2.884 0.32
C 0.228 -0.548 -0.904 -0.91
C 0.303 0.378 1.969 -0.64
N 2.178 0.880 3.611 -0.39
Se 0.908 -1.227 0.773 0.11
H 0.850 0.287 -1.115 0.32
H 0.407 -1.384 -1.508 0.31
H -0.838 -0.366 -0.627 0.29
H -0.751 0.397 2.223 0.39
H 0.325 1.113 1.039 0.19
```

Calculated values
HOMO in eV: -9.0
HOMO-LUMO gap in eV: 9.27

=====

#y
C3H5NSe as an isolated structure. Source: the Open Molecules 2025 dataset; level of theory: ωB97M-V/def2-TZVPD.

XYZ file:
```
10
Properties=species:S:1:pos:R:3:mulliken_charge:R:1
C -1.043 -0.332 -0.579 0.07
C 0.083 -1.155 0.011 -0.73
C 0.669 1.359 0.324 -0.60
N -1.059 0.923 -0.465 -0.48
Se 1.752 -0.245 0.059 0.05
H -2.031 -0.839 -0.910 0.31
H -0.215 -1.264 1.016 0.31
H 0.221 -2.101 -0.463 0.39
H 1.025 2.117 -0.290 0.32
H 0.599 1.537 1.297 0.36
```

Calculated values
HOMO in eV: -8.7
HOMO-LUMO gap in eV: 9.34

=====

Each structure's energy above the most stable one, in kJ/mol: #w 0.0; #x 13.7; #y 131.6.

=====

#w
The molecule C6H11Cl. Source: the Open Molecules 2025 dataset; level of theory: ωB97M-V/def2-TZVPD.

XYZ file:
```
18
Properties=species:S:1:pos:R:3:mulliken_charge:R:1
C -0.590 -0.759 2.140 -1.14
C -0.203 -1.213 0.761 -0.37
C -0.147 -0.507 -0.359 0.98
C 0.291 -1.133 -1.665 -1.44
C -0.512 0.971 -0.452 -0.92
C 0.702 1.894 -0.536 -0.37
H -0.912 0.323 2.185 0.24
H 0.256 -0.850 2.826 0.28
H -1.392 -1.368 2.521 0.37
H 0.096 -2.265 0.722 0.28
H -0.499 -1.073 -2.459 0.31
H 1.142 -0.653 -2.072 0.33
H 0.536 -2.190 -1.560 0.36
H -1.071 1.137 -1.343 0.38
H -1.125 1.299 0.381 0.31
H 0.383 2.927 -0.715 0.34
H 1.386 1.555 -1.342 0.26
Cl 1.660 1.904 0.967 -0.20
```

Calculated values
HOMO in eV: -9.1
HOMO-LUMO gap in eV: 10.08

=====

#x
The molecule C6H11Cl. Source: the Open Molecules 2025 dataset; level of theory: ωB97M-V/def2-TZVPD.

XYZ file:
```
18
Properties=species:S:1:pos:R:3:mulliken_charge:R:1
C 0.092 1.231 -1.731 -1.00
C -0.295 0.562 -0.675 0.60
C -1.492 0.969 0.028 -1.40
C 0.652 -0.130 1.646 -1.42
C 0.390 -1.892 -0.235 -1.12
C 0.733 -0.433 0.149 1.09
Cl 2.394 -0.014 -0.325 -0.22
H 0.991 1.097 -2.281 0.32
H -0.629 1.937 -2.077 0.26
H -2.156 0.200 0.348 0.32
H -1.200 1.459 0.960 0.29
H -2.075 1.637 -0.654 0.39
H 1.377 -0.696 2.181 0.46
H 0.841 1.057 1.777 0.27
H -0.474 -0.365 1.939 0.25
H -0.586 -2.084 0.271 0.27
H 1.126 -2.686 0.090 0.34
H 0.311 -1.849 -1.412 0.30
```

Calculated values
HOMO in eV: -9.6
HOMO-LUMO gap in eV: 10.48

=====

Each structure's energy above the most stable one, in kJ/mol: #w 0.0; #x 100.3.

=====

#w
The molecule CH6NPS. Source: the Open Molecules 2025 dataset; level of theory: ωB97M-V/def2-TZVPD.

XYZ file:
```
10
Properties=species:S:1:pos:R:3:mulliken_charge:R:1
C 0.420 1.223 0.422 -0.69
N 0.136 -1.683 1.165 -0.54
P -1.166 -0.504 -1.952 -0.06
S -0.424 -0.371 -0.002 -0.01
H 1.340 1.275 -0.147 0.28
H -0.248 2.025 0.133 0.32
H 0.622 1.217 1.484 0.32
H 0.787 -2.247 0.631 0.18
H 0.085 -0.869 -2.411 -0.02
H -1.554 -0.066 0.677 0.21
```

Calculated values
HOMO in eV: -7.9
HOMO-LUMO gap in eV: 7.84

=====

#x
A 2-piece molecular cluster, CH6NPS overall. Source: the Open Molecules 2025 dataset; level of theory: ωB97M-V/def2-TZVPD.

XYZ file:
```
10
Properties=species:S:1:pos:R:3:mulliken_charge:R:1
C 0.570 -0.423 1.221 -1.13
N -0.530 0.933 -0.871 -0.42
P -0.647 -0.531 -0.173 0.11
S -1.948 -1.113 -3.113 -0.12
H 1.537 -0.312 0.795 0.36
H 0.502 0.547 1.643 0.36
H 0.474 -1.183 1.950 0.32
H -0.218 1.257 -1.782 0.26
H -0.091 1.528 -0.178 0.22
H -1.848 -0.135 0.691 0.05
```

Calculated values
HOMO (alpha / beta) in eV: -9.0 / -8.9
HOMO-LUMO gap (alpha / beta) in eV: 6.74 / 6.70

=====

#y
A 2-piece molecular cluster, CH6NPS overall. Source: the Open Molecules 2025 dataset; level of theory: ωB97M-V/def2-TZVPD.

XYZ file:
```
10
Properties=species:S:1:pos:R:3:mulliken_charge:R:1
C -0.281 -0.739 0.953 -0.94
N -1.063 1.575 -0.248 -0.59
P -0.078 0.400 -0.428 0.35
S 1.995 0.687 -0.597 -0.24
H 0.423 -0.249 1.652 0.34
H -1.325 -0.705 1.175 0.33
H 0.106 -1.738 0.649 0.32
H -1.132 2.173 -0.998 0.23
H -0.680 -0.805 -1.866 0.05
H 2.034 -0.600 -0.291 0.15
```

Calculated values
HOMO in eV: -9.0
HOMO-LUMO gap in eV: 9.17

=====

Each structure's energy above the most stable one, in kJ/mol: #w 272.9; #x 154.9; #y 0.0.

=====

#w
The molecule C2H6F2NP. Source: the Open Molecules 2025 dataset; level of theory: ωB97M-V/def2-TZVPD.

XYZ file:
```
12
Properties=species:S:1:pos:R:3:mulliken_charge:R:1
C -0.370 -0.428 1.032 -1.35
C 0.821 -0.799 0.085 0.68
N 0.651 -0.181 -1.430 -0.33
F 2.107 -1.004 0.680 -0.27
F 0.529 -2.270 0.000 -0.33
P 0.410 1.424 -1.199 -0.05
H -1.106 -0.851 0.490 0.48
H -0.079 -1.180 1.823 0.33
H -0.632 0.536 1.548 0.34
H 1.539 -0.265 -1.837 0.33
H -0.501 1.115 -0.212 0.09
H 1.382 1.433 -0.253 0.07
```

Calculated values
HOMO in eV: -10.0
HOMO-LUMO gap in eV: 10.88

=====

#x
A 2-piece molecular cluster, C2H6F2NP overall. Source: the Open Molecules 2025 dataset; level of theory: ωB97M-V/def2-TZVPD.

XYZ file:
```
12
Properties=species:S:1:pos:R:3:mulliken_charge:R:1
C -1.155 0.664 -0.597 -0.64
C 1.201 0.780 -0.338 -0.96
N 0.084 0.023 -0.801 -0.31
F 1.097 -2.682 1.831 -0.23
F -1.211 -2.088 1.786 -0.22
P -0.075 -2.519 0.743 0.49
H -1.561 1.014 -1.730 0.22
H -1.966 -0.055 -0.172 0.23
H -1.014 1.613 -0.057 0.33
H 2.122 0.465 -0.725 0.34
H 1.195 1.833 -0.684 0.40
H 1.284 0.952 0.744 0.35
```

Calculated values
HOMO (alpha / beta) in eV: -9.1 / -7.8
HOMO-LUMO gap (alpha / beta) in eV: 8.86 / 7.61

=====

#y
A 2-piece molecular cluster, C2H6F2NP overall. Source: the Open Molecules 2025 dataset; level of theory: ωB97M-V/def2-TZVPD.

XYZ file:
```
12
Properties=species:S:1:pos:R:3:mulliken_charge:R:1
C -0.747 -1.143 0.188 -0.85
C -0.761 1.178 -0.387 -0.89
N -0.278 -0.124 -0.718 -0.45
F 1.796 0.798 1.089 -0.22
F 2.886 -1.042 -0.129 -0.23
P 2.129 0.367 -0.439 0.59
H -1.170 -1.874 -0.454 0.36
H 0.096 -1.693 0.451 0.33
H -1.378 -0.936 1.026 0.33
H -1.787 1.261 -0.480 0.38
H -0.578 1.181 0.689 0.40
H -0.209 2.028 -0.838 0.24
```

Calculated values
HOMO (alpha / beta) in eV: -7.8 / -8.3
HOMO-LUMO gap (alpha / beta) in eV: 7.56 / 8.10

=====

Each structure's energy above the most stable one, in kJ/mol: #w 142.6; #x 48.6; #y 0.0.

=====

#w
The molecule C8H12O2S. Source: the Open Molecules 2025 dataset; level of theory: ωB97M-V/def2-TZVPD.

XYZ file:
```
23
Properties=species:S:1:pos:R:3:mulliken_charge:R:1
C 0.494 1.840 -1.250 -0.54
C 0.145 0.619 -1.646 -0.58
C 1.086 1.955 0.187 -0.66
C 1.656 0.111 1.857 -1.05
C 0.099 0.323 2.071 -0.91
C 0.237 -0.268 -0.468 -0.11
C 0.793 0.661 0.782 0.81
C -1.697 -2.256 -1.677 -1.04
O -2.366 -0.097 -0.099 -0.61
O -1.297 -2.036 0.958 -0.66
S -1.358 -1.086 -0.146 1.07
H 0.361 2.740 -1.871 0.38
H -0.404 0.260 -2.506 0.33
H 2.253 1.934 0.006 0.25
H 0.827 2.911 0.600 0.44
H 2.252 0.865 2.204 0.39
H 2.027 -0.926 1.944 0.27
H -0.504 -0.552 2.110 0.38
H -0.163 1.137 2.824 0.23
H 0.882 -1.083 -0.605 0.55
H -1.897 -1.520 -2.479 0.35
H -0.859 -2.882 -1.639 0.36
H -2.566 -2.649 -1.156 0.37
```

Calculated values
HOMO in eV: -9.4
HOMO-LUMO gap in eV: 10.09

=====

#x
The molecule C8H12O2S. Source: the Open Molecules 2025 dataset; level of theory: ωB97M-V/def2-TZVPD.

XYZ file:
```
23
Properties=species:S:1:pos:R:3:mulliken_charge:R:1
C -0.497 -0.657 -1.922 -0.69
C 1.022 -0.646 -1.840 -0.75
C -0.980 -1.600 -0.845 -0.97
C 1.321 -0.130 -0.466 -0.33
C -0.487 -1.281 0.568 0.03
C 0.995 -1.076 0.692 -0.59
C 0.272 0.231 0.545 -0.20
C -0.864 2.527 1.260 -1.10
O 1.592 1.997 1.839 -0.70
O -0.221 0.763 3.058 -0.66
S 0.283 1.333 1.882 1.34
H -0.952 0.249 -1.682 0.33
H -1.034 -0.962 -2.891 0.33
H 1.427 -1.813 -1.831 0.26
H 1.450 -0.014 -2.618 0.39
H -2.057 -1.860 -0.868 0.41
H -0.588 -2.703 -1.035 0.31
H 2.228 0.273 -0.339 0.64
H -0.899 -1.417 1.550 0.54
H 1.570 -1.510 1.549 0.34
H -1.719 2.091 0.749 0.34
H -1.437 3.013 2.124 0.37
H -0.425 3.191 0.520 0.36
```

Calculated values
HOMO in eV: -9.7
HOMO-LUMO gap in eV: 10.47

=====

Each structure's energy above the most stable one, in kJ/mol: #w 0.0; #x 57.7.

=====

#w
The molecule C5H11N3. Source: the Open Molecules 2025 dataset; level of theory: ωB97M-V/def2-TZVPD.

XYZ file:
```
19
Properties=species:S:1:pos:R:3:mulliken_charge:R:1
C -1.680 0.398 1.331 -0.25
C 1.148 -1.288 -0.167 -0.88
C 1.807 0.786 -1.186 -1.01
N 0.707 -0.113 -0.896 -0.02
N -0.492 1.108 1.003 -0.44
N -1.556 -0.996 1.102 -0.45
C -0.454 0.555 -0.403 0.10
C -1.736 -0.238 -0.165 -0.56
H 0.309 0.932 1.602 0.26
H -2.391 -1.516 1.352 0.23
H -2.425 0.830 1.986 0.41
H -0.663 1.397 -1.068 0.37
H -2.666 -0.109 -0.700 0.33
H 1.669 -1.039 0.769 0.30
H 0.290 -1.913 0.067 0.31
H 1.831 -1.854 -0.804 0.32
H 1.454 1.618 -1.795 0.32
H 2.282 1.198 -0.278 0.32
H 2.566 0.244 -1.751 0.35
```

Calculated values
HOMO in eV: -8.3
HOMO-LUMO gap in eV: 9.46

=====

#x
A 2-piece molecular cluster, C5H11N3 overall. Source: the Open Molecules 2025 dataset; level of theory: ωB97M-V/def2-TZVPD.

XYZ file:
```
19
Properties=species:S:1:pos:R:3:mulliken_charge:R:1
C 0.180 0.523 -0.335 0.63
C 1.545 0.573 0.285 -0.52
C 0.059 -0.569 -1.168 -1.00
C 2.320 0.400 -1.000 -0.88
C -1.560 -0.704 0.898 0.37
N -0.497 1.683 -0.488 -0.49
N -1.371 -1.998 1.273 -0.39
N -2.440 0.039 1.416 -0.81
H -0.377 2.399 0.209 0.23
H -1.391 1.669 -0.953 0.26
H -0.845 -2.606 0.674 0.20
H -2.054 -2.440 1.883 0.28
H -2.412 1.004 1.093 0.25
H 1.728 1.502 0.836 0.40
H 1.689 -0.260 0.974 0.20
H -0.710 -0.639 -1.927 0.27
H 0.629 -1.455 -0.955 0.40
H 2.454 1.269 -1.630 0.27
H 3.052 -0.391 -1.084 0.33
```

Calculated values
HOMO (alpha / beta) in eV: -6.7 / -6.8
HOMO-LUMO gap (alpha / beta) in eV: 7.56 / 7.33

=====

#y
The molecule C5H11N3. Source: the Open Molecules 2025 dataset; level of theory: ωB97M-V/def2-TZVPD.

XYZ file:
```
19
Properties=species:S:1:pos:R:3:mulliken_charge:R:1
C -2.026 0.935 0.601 -0.94
C -1.398 0.046 -0.650 0.05
C 0.193 -0.111 -0.652 0.38
C 2.142 -0.925 0.289 -0.43
C 2.327 0.658 -0.096 -0.40
H -1.182 0.514 1.498 0.22
H -2.207 2.064 0.478 0.30
H -3.202 0.502 0.784 0.29
H -1.865 0.057 -1.683 0.27
H -1.690 -1.535 0.484 0.27
H -1.297 -1.976 -0.815 0.30
H 2.021 -1.048 1.544 0.22
H 2.747 -1.797 -0.137 0.26
H 2.215 0.954 0.965 0.20
H 2.965 1.146 -0.728 0.43
H 0.541 1.960 -0.482 0.32
N -1.943 -1.201 -0.387 -0.77
N 0.737 -1.237 -0.158 -0.51
N 0.921 0.996 -0.855 -0.47
```

Calculated values
HOMO in eV: -8.8
HOMO-LUMO gap in eV: 9.53

=====

Each structure's energy above the most stable one, in kJ/mol: #w 0.0; #x 205.7; #y 176.4.